No. 1
11
Properties=species:S:1:pos:R:3:mulliken_charge:R:1 method="wB97M-V/def2-TZVPD" gap_ev="8.1 / 8.9" homo_ha="-0.3443 / -0.3589" e_lumo_ha="-0.048 / -0.031" energy_ev=-26298.3431 de_lowest_kj_mol=297.69
C 0.2554 0.1917 0.1050 -0.2999
C -0.1623 -0.9868 0.3605 0.5196
C 1.7431 0.6255 0.1311 0.7573
N -2.6730 -0.8333 -0.1385 -0.2009
F 0.2065 -2.1905 0.4767 -0.1604
F 2.2131 1.2434 -0.9607 -0.2442
F 2.5642 -0.4009 0.4116 -0.2619
F 1.8747 1.5097 1.0955 -0.2454
F -2.7730 -1.4434 -1.3671 -0.1167
I -3.0245 1.1117 -0.1437 0.2428
H -0.2242 1.1729 0.0294 0.0096

No. 2
6
Properties=species:S:1:pos:R:3:mulliken_charge:R:1 method="wB97M-V/def2-TZVPD" gap_ev="7.0 / 6.9" homo_ha="-0.1318 / -0.1345" e_lumo_ha="0.126 / 0.120" charge=-1 energy_ev=-29523.8834 de_lowest_kj_mol=452.33
C 0.9919 1.4935 -0.9318 0.2574
C -0.9816 -0.6016 -0.5963 -0.2318
O 0.8545 -1.2629 1.1280 -0.5490
O 1.2563 2.5694 -0.4931 -0.2780
S 0.1773 -1.6835 -0.1507 0.1945
Cl -2.2985 -0.5149 1.0440 -0.3932

No. 3
49
Properties=species:S:1:pos:R:3:mulliken_charge:R:1 method="wB97M-V/def2-TZVPD" gap_ev=1.7 homo_ha=-0.6231 e_lumo_ha=-0.561 charge=+3 energy_ev=-28756.2615 de_lowest_kj_mol=394.75
Tl -5.2161 -16.1280 7.9164 0.9835
C -4.9486 -20.2384 9.6577 -0.7772
O -4.3352 -19.1469 10.3728 -0.2453
C -4.0944 -19.4995 11.7871 -0.6575
C -3.4796 -18.1580 12.2954 -0.8474
N -4.2519 -16.9554 12.0751 -0.1122
C -3.5006 -15.8080 12.7109 -0.6763
C -4.2697 -14.5203 12.6895 -0.5564
O -4.5462 -13.9202 11.4331 -0.2452
C -5.3240 -12.7114 11.4611 -0.6567
H -4.4185 -20.8253 8.9076 0.3078
H -5.8284 -19.8324 9.1585 0.2997
H -5.4235 -20.8813 10.3987 0.3456
H -3.3580 -20.3027 11.7605 0.3946
H -5.0314 -19.6161 12.3318 0.4224
H -2.4074 -18.0448 12.1348 0.5720
H -3.5570 -18.2828 13.3755 0.5173
H -5.0744 -17.1013 12.6428 0.3352
H -2.5429 -15.8162 12.1904 0.4617
H -3.2904 -16.0406 13.7549 0.4118
H -3.8492 -13.7820 13.3722 0.4555
H -5.2285 -14.7551 13.1519 0.3620
H -4.7303 -11.8013 11.3754 0.3058
H -6.1010 -12.7493 12.2247 0.3604
H -5.8339 -12.8025 10.5020 0.2269
C -3.7211 -12.6826 4.8415 -0.7044
O -4.2373 -13.9515 4.4565 -0.2292
C -4.9444 -13.9769 3.1543 -0.6616
C -5.8047 -15.2535 2.8870 -0.7169
N -5.1031 -16.4544 3.3209 -0.1035
C -3.8356 -16.7324 2.6013 -0.5094
C -3.4053 -18.0977 3.0036 -0.6508
O -3.2878 -18.2294 4.4203 -0.1787
C -2.2410 -19.1135 4.7936 -0.7170
H -2.9230 -12.2262 4.2559 0.3075
H -3.4059 -12.5977 5.8814 0.2312
H -4.6348 -12.0941 4.7575 0.3566
H -4.1904 -13.7853 2.3909 0.4280
H -5.6613 -13.1599 3.0723 0.5159
H -5.9822 -15.4248 1.8252 0.4073
H -6.7679 -15.3765 3.3822 0.4063
H -5.6579 -17.2662 3.0900 0.3412
H -2.9920 -16.0819 2.8318 0.3632
H -3.9482 -16.8050 1.5196 0.3916
H -2.3884 -18.0091 2.6212 0.3876
H -3.9734 -18.9097 2.5497 0.4183
H -2.2534 -20.0213 4.1905 0.3543
H -2.2494 -19.2558 5.8743 0.2172
H -1.2643 -18.7187 4.5139 0.3573

No. 4
83
Properties=species:S:1:pos:R:3:mulliken_charge:R:1 method="wB97M-V/def2-TZVPD" gap_ev=9.4 homo_ha=-0.3295 e_lumo_ha=0.015 smiles="CCC[C@H](C)N(CC(=O)N(C)C)S(=O)(=O)F.CN(C)C=O.CN(C)C=O.CN(C)C=O.CN(C)C=O" energy_ev=-59364.6142
C 3.0664 -2.2252 2.4492 -1.5970
C 3.1333 -0.9158 1.6351 0.1061
C 3.2115 0.3268 2.5541 -0.9526
C 2.3108 1.5198 2.1499 0.4780
C 3.1114 2.7145 1.6192 -1.3883
N 1.3404 1.7980 3.2596 0.3908
C -0.0019 2.1598 2.7933 -0.9848
C -0.6707 0.9655 2.1774 -0.1465
O -0.1197 -0.0969 2.0734 -0.5118
N -2.0429 1.1980 1.8136 0.2276
C -2.9414 0.2429 2.4908 -0.9109
C -2.1799 1.1266 0.3532 -0.8095
S 1.7554 2.8160 4.4752 1.1631
O 1.0181 2.5127 5.6724 -0.6330
O 1.9397 4.1703 4.0361 -0.5853
F 3.2026 2.2329 4.6441 -0.2396
H 3.1883 -3.1135 1.8182 0.3920
H 2.0946 -2.2909 2.9459 0.3008
H 3.8333 -2.2200 3.2289 0.4171
H 4.0111 -0.9688 0.9890 0.4401
H 2.2332 -0.8503 1.0131 -0.0204
H 2.9066 0.0242 3.5587 0.4840
H 4.2434 0.6812 2.6271 0.3593
H 1.6752 1.2020 1.3162 0.2163
H 3.9301 3.0024 2.2778 0.4286
H 2.4734 3.5791 1.4123 0.2879
H 3.5536 2.4075 0.6633 0.1950
H -0.6207 2.3988 3.6692 0.5093
H -0.0117 3.0600 2.1649 0.6708
H -3.4799 -0.3687 1.7620 0.3860
H -2.3859 -0.4345 3.1459 0.3176
H -3.6696 0.7816 3.1063 0.2908
H -1.5668 1.8925 -0.1112 0.1502
H -1.8811 0.1488 -0.0423 0.1616
H -3.2217 1.3282 0.0886 0.4647
C 0.1785 -4.9833 0.2359 0.0013
O 1.2625 -4.6331 -0.1828 -0.5132
N -0.8922 -4.1735 0.3653 0.3959
C -2.1703 -4.6625 0.8354 -0.9736
C -0.7653 -2.7621 0.0264 -0.8524
H -0.0318 -6.0248 0.5377 0.2546
H -2.9504 -4.4997 0.0870 0.3157
H -2.4685 -4.1515 1.7536 0.3332
H -2.1012 -5.7294 1.0408 0.2990
H -0.4518 -2.6517 -1.0141 0.1351
H -0.0294 -2.2819 0.6676 0.1684
H -1.7311 -2.2889 0.1709 0.3961
C -0.8575 5.0285 -0.4446 0.1394
O -0.8356 4.1838 0.4349 -0.6792
N -1.7481 6.0316 -0.4909 0.1708
C -1.7485 7.0169 -1.5531 -0.9258
C -2.7377 6.1218 0.5716 -0.9500
H -0.1412 5.0317 -1.2809 0.3121
H -1.5933 8.0192 -1.1502 0.3398
H -2.6962 7.0015 -2.0945 0.3440
H -0.9450 6.7953 -2.2521 0.2870
H -2.2495 6.2329 1.5397 0.2888
H -3.3456 5.2175 0.6062 0.2725
H -3.3757 6.9821 0.3865 0.3848
C 1.6142 0.3414 -2.9207 0.0206
O 1.4825 1.5518 -2.8725 -0.6666
N 2.7822 -0.3039 -2.7527 0.1785
C 2.8702 -1.7529 -2.8009 -0.7847
C 3.9762 0.4859 -2.5138 -0.7338
H 0.7675 -0.3421 -3.0986 0.4281
H 3.2281 -2.1509 -1.8496 0.3129
H 3.5472 -2.0758 -3.5943 0.3491
H 1.8852 -2.1739 -2.9955 0.1791
H 3.8643 1.0915 -1.6150 -0.0080
H 4.1627 1.1625 -3.3487 0.3463
H 4.8238 -0.1847 -2.3951 0.3890
C -1.4484 -4.1685 -3.2672 0.2069
O -0.5576 -3.5407 -3.8025 -0.6510
N -2.7008 -4.2718 -3.7515 0.1131
C -3.7351 -5.0198 -3.0711 -0.9494
C -3.0086 -3.6078 -5.0080 -0.9556
H -1.2978 -4.6979 -2.3101 0.2594
H -4.1096 -5.8289 -3.7015 0.3625
H -4.5733 -4.3728 -2.8030 0.3285
H -3.3252 -5.4554 -2.1620 0.2902
H -2.3726 -3.9872 -5.8078 0.2915
H -2.8378 -2.5341 -4.9265 0.3034
H -4.0508 -3.7900 -5.2580 0.3873

No. 5
15
Properties=species:S:1:pos:R:3:mulliken_charge:R:1 method="wB97M-V/def2-TZVPD" gap_ev=10.3 homo_ha=-0.3616 e_lumo_ha=0.016 energy_ev=-10414.6064 de_lowest_kj_mol=617.23
O -2.3766 0.0472 -0.3101 -0.5339
C -1.3110 -0.4172 0.4743 -0.5769
C 0.0104 0.1438 -0.0185 1.0412
C 1.2813 -0.4173 0.5766 -0.0915
O 2.4457 0.0631 0.1995 -0.7072
C 0.1039 1.4925 -0.5792 -0.7652
O 0.0676 0.3386 -1.4210 -0.5448
H -2.0703 -0.0097 -1.2290 0.3382
H -1.4941 -0.0989 1.5061 0.3073
H -1.2532 -1.5202 0.4700 0.2923
H 1.1465 -0.7551 1.6245 0.4065
H 1.1887 -1.7435 0.0103 0.1033
H 1.9905 -1.2219 -0.1488 0.1392
H 1.0670 1.9954 -0.5556 0.3299
H -0.7964 2.1033 -0.5991 0.2614

No. 6
104
Properties=species:S:1:pos:R:3:mulliken_charge:R:1 method="wB97M-V/def2-TZVPD" gap_ev="6.4 / 6.3" homo_ha="-0.3821 / -0.3762" e_lumo_ha="-0.149 / -0.143" charge=+1 energy_ev=-100176.9101
Rh -0.5183 -0.4280 -0.3904 -0.9853
C -4.1284 -1.4232 -0.6436 -1.5595
Si -2.7840 -0.0772 -0.9286 2.0492
C -3.0037 1.5339 0.1113 0.3267
C -4.1679 2.2508 -0.1454 -0.7014
C -4.5739 3.2730 0.6941 -0.9210
C -3.8297 3.5660 1.8239 -0.9357
C -2.6401 2.8947 2.0573 -0.4974
C -2.2114 1.9047 1.1889 0.1269
P -0.4728 1.0713 1.5384 2.6996
C 0.2172 2.7042 2.0701 0.2868
C 0.5940 3.6292 1.1100 -0.3737
C 1.1059 4.8572 1.5000 -0.5553
C 1.2436 5.1614 2.8440 -0.9704
C 0.8645 4.2370 3.8042 -0.7742
C 0.3550 3.0089 3.4201 -0.1277
C 1.5112 0.3759 1.5794 1.0982
C 2.4882 0.9228 2.3904 -0.7613
C 3.7999 0.4797 2.2838 -0.9072
C 4.1468 -0.4906 1.3620 -1.2700
C 3.1729 -1.0496 0.5539 -0.9361
C 1.8642 -0.6047 0.6686 1.2636
C -2.8013 0.4140 -2.7810 0.4540
C -3.9899 0.6163 -3.4731 -0.6483
C -3.9802 1.0634 -4.7822 -0.9003
C -2.7769 1.3112 -5.4251 -0.9168
C -1.5824 1.0770 -4.7693 0.0252
C -1.5957 0.6307 -3.4515 -1.3782
P -0.0334 0.2700 -2.5913 2.3129
C 0.8660 -0.6634 -3.8679 0.6392
C 0.1733 -1.7157 -4.4712 -0.5589
C 0.7800 -2.4649 -5.4597 -0.6913
C 2.0856 -2.1902 -5.8417 -0.7238
C 2.7792 -1.1589 -5.2305 -0.6172
C 2.1769 -0.3943 -4.2470 -0.5395
C 0.8167 1.8712 -2.4430 0.7322
C 0.2339 3.0673 -2.8519 -0.8017
C 0.9171 4.2588 -2.6811 -0.8575
C 2.1719 4.2697 -2.0922 -0.7766
C 2.7509 3.0807 -1.6728 -1.0389
C 2.0742 1.8872 -1.8366 -0.1784
H -5.0296 -1.1590 -1.1860 0.4054
H -4.3851 -1.5255 0.4019 0.3730
H -3.7989 -2.3912 -1.0058 0.3989
H -4.7745 1.9945 -0.9995 0.3840
H -5.4824 3.8182 0.4820 0.4374
H -4.1665 4.3197 2.5214 0.4473
H -2.0633 3.1349 2.9371 0.4951
H 0.4765 3.3977 0.0606 0.0139
H 1.3900 5.5796 0.7499 0.4460
H 1.6426 6.1174 3.1459 0.3978
H 0.9624 4.4651 4.8557 0.4625
H 0.0560 2.2904 4.1693 0.3617
H 2.2577 1.6907 3.1101 0.3674
H 4.5513 0.9131 2.9281 0.4684
H 5.1736 -0.8048 1.2638 0.5121
H 3.4218 -1.8351 -0.1451 0.5560
H 1.1122 -1.1096 0.0180 -0.1859
H -4.9314 0.4230 -2.9833 0.3516
H -4.9104 1.2235 -5.3044 0.4503
H -2.7680 1.6815 -6.4380 0.4640
H -0.6391 1.2475 -5.2706 0.5874
H -0.8387 -1.9370 -4.1580 0.4799
H 0.2359 -3.2696 -5.9307 0.4754
H 2.5594 -2.7802 -6.6109 0.4237
H 3.7962 -0.9441 -5.5164 0.4623
H 2.7173 0.4218 -3.7934 0.4197
H -0.7469 3.0676 -3.3045 0.3291
H 0.4620 5.1820 -3.0071 0.4359
H 2.6933 5.2041 -1.9511 0.4840
H 3.7239 3.0858 -1.2072 0.4287
H 2.5153 0.9616 -1.4891 0.3611
C 0.4036 -3.6647 -1.8583 -0.8224
O -0.6044 -2.7305 -1.4838 -0.2673
H 0.0095 -4.3512 -2.6122 0.3201
H 0.7741 -4.2486 -1.0158 0.4032
H 1.2336 -3.1053 -2.2839 0.2288
H -1.2507 -3.1929 -0.9357 0.1509
N -2.3828 -0.0283 4.5560 -0.5439
C -1.8098 -0.4738 3.3294 -0.0255
N -2.8156 -0.5631 2.3118 -0.2382
O -0.8093 0.4598 2.9961 -0.3301
H -3.0496 -0.7117 4.8956 0.2791
H -1.6856 0.1193 5.2747 0.2943
H -3.5837 0.0580 2.5438 0.2829
H -3.1494 -1.5194 2.2546 0.3238
O -1.1736 -1.7145 3.5241 -0.3898
C -0.5396 -2.3043 2.4595 0.4064
O -0.9105 -2.1238 1.2923 -0.4530
C 0.5576 -3.1567 2.8433 0.2042
C 0.8096 -3.5209 4.1778 0.0270
C 1.8738 -4.3624 4.4598 -0.8738
C 2.7260 -4.8548 3.4732 -0.6099
C 2.4818 -4.4536 2.1553 -0.3776
C 1.4099 -3.6368 1.8432 0.9448
N 3.3417 -4.8741 1.0956 1.0571
O 3.1704 -4.3453 -0.0031 -0.5732
O 4.1877 -5.7151 1.3314 -0.6288
N 2.1007 -4.7314 5.8394 1.0796
O 1.3552 -4.2592 6.6747 -0.6074
O 3.0192 -5.4839 6.0772 -0.6114
H 0.1839 -3.1569 4.9770 0.7935
H 3.5569 -5.4980 3.7188 0.6478
H 1.2541 -3.3449 0.8187 -0.6964